(1)
The following is a DFT calculation (the ωB97M-V functional and the def2-TZVPD basis) of a structure of composition C10H20N2PdSi at a distorted geometry.

The geometry in ORCA input format:
```
! RIJCOSX wB97M-V def2-TZVPD def2/J DEFGRID3
* xyz 2 5
Pd -0.16 0.93 -1.17
Si -0.05 1.91 1.76
N 0.09 -1.36 -0.61
N -0.01 0.41 0.82
C 0.06 -3.58 0.17
C 0.05 -0.89 0.68
C 0.04 -3.16 -2.30
C 0.20 0.33 -4.79
C -1.62 1.83 2.82
C 1.51 1.77 2.82
C 0.07 -2.66 -0.92
C 0.00 3.46 0.71
C 0.08 -3.10 1.46
C 0.08 -1.76 1.80
H 0.01 4.29 1.42
H 0.85 -2.76 -2.93
H -0.92 -2.93 -2.81
H 2.39 2.11 2.26
H -0.56 0.90 -5.38
H -1.03 2.07 -0.55
H 1.33 2.43 3.69
H 0.06 -1.28 2.77
H -0.90 3.54 0.07
H -1.39 2.49 3.69
H 0.12 -0.61 -5.33
H -2.48 2.23 2.26
H 0.11 -3.79 2.32
H 1.66 0.73 3.18
H 0.13 -4.25 -2.33
H -1.81 0.80 3.17
H 1.12 0.81 -5.14
H 0.04 -4.64 -0.07
H 0.05 0.23 -3.60
H 0.90 3.49 0.08
*
```

Results
⟨S²⟩: 6.051
E_tot in eV: -25009.4550
LUMO level (spin up / spin down) in eV: -7.19 / -11.87
Gap between HOMO and LUMO (spin up / spin down) in eV: 9.24 / 5.57


(2)
The following is a DFT calculation (the ωB97M-V functional and the def2-TZVPD basis) of an isolated molecule of C10H20N6O4 at a distorted geometry.

The geometry in ORCA input format:
```
! RIJCOSX wB97M-V def2-TZVPD def2/J DEFGRID3
* xyz 0 1
O -1.62 0.66 1.84
O -5.84 -0.70 -0.76
O 0.39 3.38 -1.40
O -0.43 3.39 0.73
N 3.20 -1.56 -1.07
N -5.40 -2.62 0.41
N 5.20 -2.58 -0.39
N -1.02 0.59 -0.36
N -3.65 1.10 -1.03
N 4.67 -0.66 0.59
C 2.46 0.88 0.61
C -3.58 -1.06 -0.02
C 4.04 0.66 0.46
C 1.64 0.94 -0.63
C -3.40 0.42 0.21
C -5.07 -1.47 -0.17
C 4.21 -1.61 -0.27
C -1.92 0.51 0.68
C 0.21 1.28 -0.18
C 0.00 2.77 -0.40
H -0.48 2.67 1.41
H -3.33 2.01 -1.04
H 2.23 1.70 1.15
H 5.56 -2.71 0.52
H 1.67 -0.03 -1.16
H -3.94 0.80 1.17
H 2.17 0.09 1.40
H 3.37 -2.41 -1.68
H -6.19 -3.18 0.10
H 1.96 1.73 -1.23
H 4.47 1.34 1.20
H -3.18 -1.45 0.96
H 0.35 1.01 1.02
H -1.28 0.67 -1.26
H -4.71 1.10 -1.15
H 4.38 1.11 -0.47
H 5.06 -3.61 -0.61
H -3.08 -1.49 -0.92
H -4.75 -3.15 1.03
H 5.64 -0.51 0.73
*
```

Results
E_tot in eV: -27823.6569
SMILES: [H]/N=C(\N)NCCC[C@H](NC(=O)[C@@H](N)CC(N)=O)C(=O)O
LUMO level in eV: 0.64
Gap between HOMO and LUMO in eV: 9.93
Energy above the lowest of the compared OMol25 structures with the same formula, charge and spin in kJ/mol: 392.43


(3)
The following is a DFT calculation (the ωB97M-V functional and the def2-TZVPD basis) of an isolated molecule of C10H20S at a distorted geometry.

The geometry in ORCA input format:
```
! RIJCOSX wB97M-V def2-TZVPD def2/J DEFGRID3
* xyz 0 1
S 1.38 -1.95 -0.61
C -1.90 1.18 -0.97
C -1.61 -0.16 -0.49
C -0.69 -0.36 0.68
C 1.88 0.81 -1.56
C -1.91 -1.32 -1.30
C -0.84 0.76 1.74
C 3.01 0.53 0.77
C 1.64 0.72 0.00
C -1.10 -1.56 1.58
C 0.86 -0.49 0.35
H -2.44 -0.95 -2.34
H -0.97 -1.88 -1.59
H -0.17 0.56 2.49
H 1.11 1.66 0.31
H -2.49 -2.07 -0.79
H 1.12 1.05 -2.22
H 2.24 -0.20 -1.83
H 3.41 -0.38 0.48
H -0.80 -1.35 2.61
H -1.36 2.02 -0.69
H -0.74 -2.53 1.21
H -2.15 -1.84 1.60
H -1.80 1.32 -2.06
H 2.72 1.53 -1.86
H 1.04 -2.83 0.27
H 3.57 1.41 0.47
H -2.92 1.42 -0.73
H 2.78 0.53 1.86
H -1.77 0.92 2.29
H -0.66 1.66 1.23
*
```

Results
E_tot in eV: -21525.0946
LUMO level (spin up / spin down) in eV: 0.34 / 0.69
Gap between HOMO and LUMO (spin up / spin down) in eV: 7.39 / 8.10
Energy above the lowest of the compared OMol25 structures with the same formula, charge and spin in kJ/mol: 38.33


(4)
The following is a DFT calculation (the ωB97M-V functional and the def2-TZVPD basis) of a structure of composition C10H21BBr8O at a distorted geometry.

The geometry in ORCA input format:
```
! RIJCOSX wB97M-V def2-TZVPD def2/J DEFGRID3
* xyz 0 1
Br 3.40 -1.46 -4.07
Br -3.30 5.14 -1.76
Br -4.56 0.69 2.56
Br 6.40 -0.48 -2.16
Br 5.22 -2.78 3.08
Br 3.78 -3.55 -0.23
Br -2.12 1.96 -0.31
Br -6.21 3.92 3.24
O -0.12 1.04 -1.10
C -4.31 3.54 -1.27
C 6.22 -0.95 -4.04
C -3.79 2.93 0.01
C 4.94 -0.40 -4.63
C -6.82 2.11 3.61
C -0.29 -0.08 -0.68
C 3.43 -4.36 1.50
C 0.81 -1.09 -0.95
C 3.42 -3.34 2.61
C -5.69 1.22 4.06
B 2.17 -0.31 -0.63
H 2.18 0.29 0.40
H 0.75 -1.44 -1.98
H 2.45 -4.83 1.41
H -5.33 3.88 -1.15
H 4.74 0.62 -4.33
H 3.07 -0.28 -1.39
H -4.25 2.86 -2.11
H 4.18 -5.13 1.65
H -6.07 0.29 4.47
H -4.50 2.20 0.38
H 3.00 -3.76 3.52
H -3.60 3.67 0.78
H -1.17 -0.41 -0.10
H 7.08 -0.50 -4.54
H 0.73 -1.95 -0.26
H -7.56 2.21 4.40
H 4.95 -0.47 -5.71
H 2.87 -2.44 2.34
H -5.04 1.70 4.79
H 6.28 -2.03 -4.11
H -7.30 1.75 2.71
*
```

Results
E_tot in eV: -573772.6456
LUMO level in eV: 0.38
Gap between HOMO and LUMO in eV: 9.41


(5)
The following is a DFT calculation (the ωB97M-V functional and the def2-TZVPD basis) of a structure of composition C10H21Br4F12N2O15S4Zr at a distorted geometry.

The geometry in ORCA input format:
```
! RIJCOSX wB97M-V def2-TZVPD def2/J DEFGRID3
* xyz 0 2
Zr -1.25 -1.54 0.83
Br 2.50 3.12 2.35
Br -0.39 -0.64 -8.00
Br 6.65 5.41 3.73
Br 2.01 1.01 -4.31
S -2.24 -1.11 4.10
S 0.38 -4.21 -0.53
S -1.10 -3.06 -2.33
S -3.08 0.90 2.78
F -2.86 -4.96 -1.36
F 2.86 -4.56 -1.64
F 2.65 -2.77 -0.38
F -3.69 -3.36 4.81
F -2.65 -4.93 -3.57
F -0.71 1.86 3.89
F -4.64 -1.39 5.33
F 1.93 -2.73 -2.49
F -1.34 2.75 2.20
F -3.74 -3.35 -2.59
F -2.41 3.24 4.14
F -4.73 -2.12 3.16
O -3.46 1.17 1.42
O -1.50 -1.71 -2.67
O -1.20 -2.17 4.21
O -2.39 -0.40 -0.61
O -4.30 0.88 3.68
O 0.66 -4.40 0.89
O -0.23 0.54 1.01
O 0.02 -5.41 -1.26
O -2.11 -0.15 5.17
O 1.02 4.88 -2.36
O -1.90 1.63 -2.85
O 0.49 -0.45 -0.53
O 1.82 -0.10 3.38
O -0.20 -3.66 -3.32
O 0.58 -2.00 2.10
N -2.21 -0.66 2.57
N -0.62 -2.97 -0.59
C -1.85 2.34 3.37
C 0.48 0.59 0.07
C -3.97 -2.06 4.36
C -2.72 -4.14 -2.46
C 0.32 0.49 -6.56
C 4.39 3.61 2.84
C 2.09 -3.51 -1.35
C 4.81 5.16 2.93
C 1.48 -0.25 -5.73
C 1.05 1.84 -0.60
H 2.77 -0.20 3.45
H 0.20 4.47 -2.63
H 1.05 -1.14 -5.26
H 0.91 -2.85 2.39
H 1.69 0.81 3.14
H 0.75 1.42 -6.93
H 2.34 -0.42 -6.37
H -2.13 0.18 -1.33
H 4.91 3.14 2.01
H -2.39 2.14 -3.50
H -0.99 1.90 -2.98
H -0.52 0.80 -5.94
H -3.29 -0.64 -0.81
H 0.53 2.73 -0.24
H 1.01 1.82 -1.68
H 2.05 1.94 -0.18
H 4.82 5.62 1.94
H 1.09 -1.36 2.59
H 4.68 3.11 3.76
H 4.18 5.72 3.62
H 1.64 4.16 -2.28
*
```

Results
⟨S²⟩: 0.751
E_tot in eV: -401800.2369
LUMO level (spin up / spin down) in eV: -1.02 / -1.05
Gap between HOMO and LUMO (spin up / spin down) in eV: 6.57 / 9.30


(6)
The following is a DFT calculation (the ωB97M-V functional and the def2-TZVPD basis) of a structure of composition C10H21CaClN2O6S at a distorted geometry.

The geometry in ORCA input format:
```
! RIJCOSX wB97M-V def2-TZVPD def2/J DEFGRID3
* xyz 2 1
Ca -3.06 3.99 0.08
Cl 2.38 1.36 -2.98
S 0.86 -3.30 0.07
O 1.98 -2.50 -0.32
O 1.04 -3.72 1.59
O 1.00 2.54 1.42
O 1.84 1.91 -0.53
O 0.61 -4.47 -0.68
O -1.93 2.32 -1.82
N -4.09 1.23 0.19
N -0.03 0.75 0.39
C -1.33 1.37 0.29
C 3.74 0.10 0.65
C -3.49 0.65 -0.99
C 0.10 -0.28 1.42
C -0.87 -1.43 1.24
C 0.99 1.76 0.48
C 3.51 0.13 -0.87
C 2.19 0.77 -1.30
C -0.60 -2.28 0.00
C -2.02 1.10 -1.06
H 3.48 -0.86 1.09
H -1.93 1.08 1.15
H -3.90 0.69 1.02
H 1.46 -2.97 2.03
H 0.04 0.13 2.43
H -3.98 1.05 -1.87
H -1.20 2.47 0.35
H -0.56 -1.71 -0.93
H 1.10 -0.69 1.31
H 1.41 0.03 -1.37
H 4.31 0.69 -1.33
H -1.91 -1.12 1.20
H -1.94 2.07 -2.75
H -1.44 0.34 -1.55
H -3.60 -0.43 -1.07
H -1.42 -2.98 -0.10
H 3.30 0.92 1.19
H 3.51 -0.88 -1.25
H -3.57 2.09 0.27
H -0.78 -2.08 2.10
H 4.81 0.18 0.81
*
```

Results
E_tot in eV: -67753.2648
LUMO level in eV: -9.97
Gap between HOMO and LUMO in eV: 5.53